(1)
C14H32AsIN6O5Os | ωB97M-V with the def2-TZVPD basis set

Each line ends with the Mulliken charge.
Positions of all 60 atoms, in Å:
Os  -0.334  1.365  0.375  1.8770
N  -1.133  -0.303  1.392  -0.6895
C  -0.932  -1.552  0.584  0.1904
C  -0.881  -2.805  1.454  -0.9726
C  0.298  -2.943  2.421  -0.7893
C  1.607  -3.385  1.771  -0.3518
N  1.455  -4.741  1.239  -0.0545
C  2.017  -5.242  0.144  0.7785
N  2.843  -4.520  -0.607  -0.3400
N  1.770  -6.509  -0.197  -0.3804
C  0.218  -1.387  -0.431  0.1294
O  0.757  -2.379  -0.888  -0.7359
O  0.521  -0.170  -0.758  -0.7378
H  -0.703  -0.367  2.312  0.4392
H  -2.131  -0.170  1.556  0.4169
H  -1.823  -1.630  -0.046  0.1447
H  -0.909  -3.665  0.785  0.5231
H  -1.811  -2.834  2.028  0.3801
H  0.033  -3.681  3.184  0.3477
H  0.484  -2.024  2.983  0.4743
H  2.419  -3.371  2.500  0.2014
H  1.854  -2.716  0.952  -0.0852
H  0.907  -5.380  1.795  0.2519
H  2.920  -3.529  -0.454  0.2170
H  3.096  -4.848  -1.524  0.2426
H  1.122  -7.077  0.321  0.1900
H  2.246  -6.941  -0.970  0.2069
C  -4.384  2.447  -0.517  -1.6702
C  -3.063  2.180  0.115  0.5894
N  -2.079  1.594  -0.522  0.1427
O  -2.252  1.286  -1.859  -0.5654
C  -2.760  2.544  1.455  0.3178
C  -3.729  3.117  2.433  -1.6987
N  -1.486  2.308  1.787  0.5222
O  -1.084  2.434  2.964  -0.7225
H  -4.527  1.852  -1.413  0.4156
H  -4.440  3.504  -0.787  0.3450
H  -5.185  2.251  0.194  0.4421
H  -1.451  1.684  -2.251  0.3993
H  -4.366  3.861  1.957  0.4224
H  -3.180  3.586  3.246  0.4020
H  -4.375  2.350  2.868  0.3177
I  1.960  1.064  2.067  0.1372
C  0.977  2.724  1.147  -0.7697
H  1.668  3.199  0.460  0.4706
H  0.644  3.369  1.951  0.6046
C  3.074  1.632  -1.570  -0.9182
As  1.552  2.504  -2.331  0.8050
C  1.971  4.337  -2.661  -1.0726
C  1.120  1.634  -3.973  -1.1702
O  0.153  2.469  -1.368  -0.9354
H  3.916  1.790  -2.245  0.4606
H  2.851  0.574  -1.471  0.1708
H  3.312  2.056  -0.598  0.3362
H  2.693  4.407  -3.473  0.4230
H  2.388  4.783  -1.760  0.3738
H  1.054  4.856  -2.935  0.3781
H  1.998  1.606  -4.618  0.4422
H  0.322  2.182  -4.472  0.3935
H  0.797  0.619  -3.744  0.3370

Output
HOMO energy (alpha / beta): -13.36 / -13.36 eV
Total charge: +2
Kohn-Sham gap (alpha / beta): 7.84 / 7.84 eV
Maximum force: 0.84 eV Å⁻¹
Energy: -3881.01077 hartree
Energy above the lowest of the compared OMol25 structures with the same formula, charge and spin: 0.0000 eV

(2)
C44H43N5P2SSc | ωB97M-V with the def2-TZVPD basis set

Each line ends with the Mulliken charge.
Positions of all 96 atoms, in Å:
Sc  0.036  0.591  0.420  -0.3635
C  -3.156  -1.681  -0.812  -1.6602
C  -2.249  -1.969  0.393  0.3980
P  -0.708  -2.606  -0.413  1.0379
C  -1.053  -4.362  -0.631  0.7723
C  -1.194  -5.229  0.456  -0.7741
C  -1.496  -6.561  0.240  -0.7556
C  -1.660  -7.033  -1.059  -0.6029
C  -1.512  -6.180  -2.141  -0.6708
C  -1.207  -4.841  -1.930  0.1713
C  0.894  -2.573  0.499  1.2126
C  1.901  -3.151  -0.301  -2.1934
C  3.221  -3.196  0.095  -0.8805
C  3.611  -2.622  1.304  -0.8957
C  2.657  -2.033  2.105  -0.2527
C  1.316  -2.011  1.708  0.1056
C  -2.734  -0.447  -1.629  -1.2640
P  -0.937  -0.238  -2.010  0.3532
C  -0.410  -1.432  -3.260  0.9087
C  -1.330  -1.878  -4.202  -0.9029
C  -0.918  -2.748  -5.203  -0.7700
C  0.406  -3.156  -5.271  -0.7433
C  1.328  -2.691  -4.341  -0.6368
C  0.921  -1.830  -3.333  -0.2906
C  -0.936  1.278  -3.055  0.8672
C  0.298  1.821  -3.421  -0.3688
C  0.371  2.881  -4.308  -0.8491
C  -0.794  3.419  -4.849  -0.6514
C  -2.025  2.882  -4.510  -0.8153
C  -2.097  1.812  -3.622  0.0679
H  -4.182  -1.537  -0.469  0.5331
H  -3.181  -2.553  -1.472  0.4633
H  -2.697  -2.678  1.092  0.8911
H  -2.119  -1.033  0.938  -0.6108
H  -1.053  -4.868  1.469  0.4028
H  -1.601  -7.237  1.078  0.4510
H  -1.901  -8.074  -1.224  0.4217
H  -1.628  -6.556  -3.148  0.4884
H  -1.077  -4.174  -2.774  0.0998
H  1.621  -3.611  -1.243  0.5426
H  3.951  -3.688  -0.533  0.5245
H  4.645  -2.651  1.620  0.5231
H  2.929  -1.607  3.064  0.5730
H  0.429  -1.949  3.598  0.3384
H  -3.044  0.478  -1.123  0.4877
H  -3.271  -0.457  -2.578  0.8878
H  -2.364  -1.558  -4.180  0.2990
H  -1.633  -3.099  -5.936  0.5010
H  0.723  -3.830  -6.055  0.4559
H  2.364  -2.995  -4.406  0.4979
H  1.646  -1.477  -2.607  0.5821
H  1.220  1.398  -3.033  0.5110
H  1.335  3.280  -4.595  0.5166
H  -0.736  4.241  -5.549  0.4802
H  -2.931  3.278  -4.949  0.4789
H  -3.070  1.399  -3.397  0.3072
C  -2.460  0.697  3.046  -1.1194
N  -1.358  -0.216  3.325  0.5021
C  -1.392  -0.856  4.645  -1.3316
C  -0.491  -0.575  2.394  0.0097
N  0.384  -1.521  2.678  0.0110
H  -2.424  1.565  3.704  0.3878
H  -3.410  0.181  3.192  0.4905
H  -2.419  1.046  2.012  0.2827
H  -2.150  -0.368  5.251  0.4175
H  -0.432  -0.745  5.152  0.4312
H  -1.646  -1.915  4.566  0.3715
N  -0.985  3.930  -1.309  -0.2253
C  0.240  3.711  -0.834  0.0783
N  0.689  2.517  -0.466  1.1340
C  2.013  2.614  -0.023  -0.7875
C  2.771  1.540  0.414  -0.0414
C  4.056  1.753  0.890  -0.9041
C  4.581  3.043  0.904  -0.7732
C  3.836  4.127  0.456  -0.6189
C  2.548  3.894  -0.001  0.9577
S  1.364  5.018  -0.626  -0.1812
H  -1.450  3.159  -1.778  0.0969
H  -1.229  4.849  -1.644  0.3155
H  2.409  0.506  0.357  0.5220
H  4.659  0.920  1.223  0.5547
H  5.591  3.202  1.256  0.4586
H  4.259  5.122  0.459  0.5276
N  0.062  2.087  2.105  -0.1377
C  0.229  2.893  2.914  0.1731
C  0.427  3.895  3.909  0.5203
C  0.560  3.510  5.247  -0.4480
C  0.761  4.487  6.203  -0.7400
C  0.827  5.823  5.823  -0.4220
C  0.693  6.199  4.491  -0.7411
C  0.493  5.236  3.521  -0.2879
H  0.508  2.466  5.526  0.5209
H  0.867  4.212  7.243  0.4388
H  0.982  6.583  6.577  0.4343
H  0.741  7.243  4.214  0.4429
H  0.376  5.512  2.481  0.4795

Output
HOMO energy: -15.14 eV
Total charge: +3
Kohn-Sham gap: 5.94 eV
Maximum force: 0.78 eV Å⁻¹
Energy: -3817.07372 hartree
Energy above the lowest of the compared OMol25 structures with the same formula, charge and spin: 3.1687 eV

(3)
C28H68N8O6 | ωB97M-V with the def2-TZVPD basis set

Each line ends with the Mulliken charge.
Positions of all 110 atoms, in Å:
C  -10.755  -37.128  -7.556  -2.1147
C  -10.038  -38.455  -7.299  2.0654
C  -8.894  -38.589  -8.326  -1.2555
C  -9.457  -38.494  -5.898  -1.4114
C  -8.883  -39.864  -5.448  -0.6630
C  -9.979  -40.926  -5.653  -1.3862
C  -10.756  -40.899  -6.971  1.7352
C  -10.014  -41.825  -7.969  -1.1324
C  -12.103  -41.601  -6.718  -1.9099
N  -10.959  -39.573  -7.466  -0.0551
O  -11.905  -39.470  -8.494  0.6275
H  -10.100  -36.331  -7.204  0.5408
H  -10.984  -37.015  -8.611  0.1463
H  -11.666  -37.109  -6.954  0.4362
H  -8.279  -37.696  -8.427  0.7282
H  -8.323  -39.514  -8.240  -0.0594
H  -9.351  -38.754  -9.312  -0.2666
H  -8.651  -37.753  -5.902  0.4318
H  -10.192  -38.237  -5.130  0.3695
H  -7.934  -40.056  -5.943  0.3712
H  -8.764  -39.697  -4.378  0.3881
H  -10.587  -40.998  -4.748  0.4291
H  -9.430  -41.875  -5.610  0.3261
H  -9.744  -42.801  -7.560  0.4608
H  -9.092  -41.398  -8.372  0.3327
H  -10.609  -42.049  -8.863  -0.2848
H  -12.748  -40.956  -6.116  0.4482
H  -11.933  -42.502  -6.121  0.4826
H  -12.570  -41.930  -7.643  -0.0050
H  -12.647  -38.996  -8.085  0.0602
C  -21.201  -38.989  -7.847  -1.6285
C  -19.712  -38.766  -7.502  1.1607
C  -19.194  -37.507  -8.184  -1.8775
C  -19.601  -38.531  -5.990  -1.2251
C  -19.547  -39.775  -5.097  -0.7165
C  -18.572  -40.820  -5.607  -0.9845
C  -18.745  -41.164  -7.089  0.7913
C  -17.502  -41.895  -7.566  -1.6410
C  -20.029  -41.993  -7.281  -1.5699
N  -18.851  -39.891  -7.826  1.5411
O  -18.742  -40.091  -9.231  -0.6483
H  -21.714  -38.025  -7.921  0.4849
H  -21.327  -39.451  -8.828  0.2422
H  -21.747  -39.497  -7.053  0.3580
H  -19.832  -36.646  -7.993  0.4621
H  -18.159  -37.305  -7.905  0.2702
H  -19.187  -37.630  -9.272  0.3864
H  -18.686  -37.969  -5.766  0.4268
H  -20.396  -37.887  -5.605  0.3519
H  -19.187  -39.453  -4.115  0.3894
H  -20.550  -40.168  -4.915  0.4068
H  -18.763  -41.741  -5.037  0.3637
H  -17.523  -40.644  -5.365  0.4095
H  -16.659  -41.289  -7.254  0.0475
H  -17.457  -42.057  -8.643  0.4676
H  -17.482  -42.908  -7.161  0.5218
H  -19.926  -42.979  -6.816  0.4407
H  -20.350  -42.102  -8.314  0.2847
H  -20.812  -41.536  -6.675  0.3975
H  -19.588  -40.505  -9.460  0.3622
C  -11.808  -44.811  -11.073  -0.5566
O  -13.108  -44.360  -11.398  -0.3776
C  -13.156  -43.019  -11.819  -0.7009
C  -13.080  -42.008  -10.690  3.4607
C  -14.373  -41.877  -9.914  -1.9997
N  -12.749  -40.692  -11.289  -0.8013
H  -11.979  -45.662  -10.411  0.2742
H  -11.168  -44.049  -10.626  0.1936
H  -11.257  -45.227  -11.928  0.2351
H  -12.344  -42.799  -12.528  0.1532
H  -14.086  -42.846  -12.370  0.3996
H  -12.205  -42.272  -10.081  -1.7055
H  -15.071  -41.356  -10.584  0.5001
H  -14.200  -41.206  -9.075  0.0192
H  -14.845  -42.846  -9.760  0.4223
H  -11.752  -40.699  -11.521  0.2813
H  -12.651  -40.022  -10.518  0.1051
C  -10.432  -38.478  -12.582  -0.4925
O  -10.132  -37.185  -13.042  -0.4096
C  -10.155  -36.212  -12.007  -0.4391
C  -8.758  -35.747  -11.676  0.9401
C  -7.804  -36.827  -11.209  -1.2758
N  -8.906  -34.725  -10.630  -0.6703
H  -11.501  -38.607  -12.367  0.3892
H  -9.912  -38.718  -11.646  0.0528
H  -10.169  -39.188  -13.366  0.2669
H  -10.796  -35.378  -12.320  0.3692
H  -10.722  -36.565  -11.134  -0.1303
H  -8.351  -35.292  -12.585  0.2246
H  -8.170  -37.628  -10.574  0.0177
H  -6.930  -36.349  -10.757  0.5203
H  -7.323  -37.363  -12.037  0.3566
H  -8.962  -33.794  -11.033  0.2327
H  -8.127  -34.623  -9.991  0.2091
N  -11.501  -44.191  -14.983  -0.3776
C  -10.291  -43.786  -15.505  0.6422
N  -10.223  -42.429  -15.765  -0.3913
O  -9.332  -44.523  -15.648  -0.6394
H  -12.114  -43.503  -14.590  0.1910
H  -11.589  -45.169  -14.786  0.2183
H  -9.322  -42.068  -16.006  0.2090
H  -11.058  -41.885  -15.661  0.1943
N  -15.839  -38.871  -9.143  -0.0679
C  -15.179  -38.494  -8.003  0.3217
N  -15.593  -39.111  -6.854  -0.0296
O  -14.142  -37.832  -8.095  -0.7477
H  -15.382  -38.670  -10.011  0.2386
H  -16.715  -39.357  -9.035  0.0595
H  -16.516  -39.507  -6.863  -0.2155
H  -15.072  -38.969  -6.010  0.2187

Output
HOMO energy: -7.55 eV
Kohn-Sham gap: 7.94 eV
SMILES: CC1(C)CCCC(C)(C)N1O.CC1(C)CCCC(C)(C)N1O.COC[C@H](C)N.COC[C@H](C)N.NC(N)=O.NC(N)=O
Maximum force: 2.10 eV Å⁻¹
Energy: -1997.05617 hartree
Energy above the lowest of the compared OMol25 structures with the same formula, charge and spin: 0.0000 eV

(4)
C3H4N | ωB97M-V with the def2-TZVPD basis set

Each line ends with the Mulliken charge.
Positions of all 8 atoms, in Å:
C  -2.472  0.085  0.221  0.1159
C  -3.665  -0.131  -0.159  -0.1930
C  -1.278  0.582  0.120  0.0654
N  0.264  -0.254  0.185  -0.4667
H  -1.000  1.617  -0.024  0.3598
H  0.521  -0.299  1.176  0.3712
H  0.944  0.238  -0.397  0.3646
H  0.090  -1.202  -0.177  0.3828

Output
HOMO energy: -15.92 eV
Total charge: +1
Kohn-Sham gap: 8.86 eV
Maximum force: 3.22 eV Å⁻¹
Energy: -170.97341 hartree
Energy above the lowest of the compared OMol25 structures with the same formula, charge and spin: 3.5556 eV

(5)
C14H18N4O3S | ωB97M-V with the def2-TZVPD basis set

Each line ends with the Mulliken charge.
Positions of all 40 atoms, in Å:
C  -5.735  -2.162  0.733  -0.8908
H  -5.321  -2.466  1.645  0.2503
H  -6.708  -2.170  0.507  0.4504
H  -5.227  -2.810  -0.127  0.2773
O  -5.372  -0.984  0.322  -0.1989
C  -6.224  -0.131  -0.240  0.7454
O  -7.294  -0.517  -0.626  -0.5792
C  -5.622  1.371  -0.596  -0.7876
H  -5.302  1.467  -1.598  0.3643
H  -6.336  2.046  -0.290  0.4617
S  -4.266  1.914  0.638  -0.0942
C  -3.104  0.873  -0.306  0.2783
N  -3.126  -0.026  -1.456  -0.6399
N  -1.959  -0.350  -1.593  -0.2723
C  -1.148  -0.194  -0.799  0.2838
N  -1.807  0.576  0.404  0.2111
C  -1.144  0.960  1.549  -0.8301
H  -1.383  0.366  2.398  0.2462
H  -1.562  2.174  1.676  0.2419
H  -0.140  1.326  1.478  0.3270
C  0.227  -0.636  -0.684  -0.8397
N  1.031  0.622  -0.431  -0.1391
C  2.524  0.498  -0.414  0.3306
C  3.285  1.507  -0.663  -0.1463
C  4.709  1.571  -0.907  -0.8764
C  5.397  0.288  -0.131  0.7035
C  4.520  -0.992  0.237  -0.9773
C  3.173  -0.585  0.033  0.2269
H  2.467  -1.639  0.463  -0.0483
H  4.969  -1.745  0.728  0.5110
O  6.685  0.422  -0.045  -0.3546
C  7.300  -0.835  0.413  -0.8741
H  7.034  -0.980  1.584  0.3202
H  8.368  -0.684  0.525  0.2950
H  7.146  -1.767  -0.076  0.3761
H  5.382  2.432  -0.912  0.3516
H  2.925  2.350  -1.433  0.1571
H  0.888  1.230  -1.021  0.2401
H  0.442  -1.265  -1.422  0.5683
H  0.306  -1.055  0.437  0.3307

Output
HOMO energy: -7.81 eV
Kohn-Sham gap: 8.31 eV
Maximum force: 13.36 eV Å⁻¹
Energy: -1386.73220 hartree
Energy above the lowest of the compared OMol25 structures with the same formula, charge and spin: 13.4677 eV

(6)
C9H12N2 | ωB97M-V with the def2-TZVPD basis set

Each line ends with the Mulliken charge.
Positions of all 23 atoms, in Å:
C  -3.162  0.443  0.075  -0.7353
C  -2.385  0.812  1.207  -0.5074
C  -2.531  -0.250  -0.967  -0.4219
C  -1.250  0.121  1.457  0.1250
C  -1.389  -0.930  -0.700  -0.3962
C  -0.777  -0.848  0.547  0.1137
C  2.753  0.476  1.037  -0.7187
C  1.833  0.504  0.159  0.1910
C  1.034  1.251  -0.756  -0.5069
N  0.693  -2.614  0.209  -0.3862
N  0.380  -1.511  0.897  -0.3217
H  -3.849  1.132  -0.361  0.3256
H  -2.695  1.324  2.047  0.4382
H  -2.985  -0.183  -1.916  0.4290
H  -0.603  0.407  2.294  0.3631
H  -0.846  -1.424  -1.431  0.4278
H  2.872  -0.368  1.669  0.2752
H  3.541  1.263  1.115  0.2638
H  -0.015  0.918  -0.751  0.0986
H  1.588  1.122  -1.677  0.2666
H  0.919  2.443  -0.514  0.2237
H  1.530  -3.206  0.455  0.2262
H  -0.015  -2.919  -0.482  0.2270

Output
HOMO energy (alpha / beta): -7.03 / -7.01 eV
Kohn-Sham gap (alpha / beta): 6.91 / 7.71 eV
Maximum force: 2.95 eV Å⁻¹
Energy: -459.43093 hartree
Energy above the lowest of the compared OMol25 structures with the same formula, charge and spin: 6.9822 eV